(1)
# C15H22N2O6

3 unconnected molecules or ions with the total composition C15H22N2O6 (ωB97M-V with the def2-TZVPD basis set, OMol25).

Computed properties:
Frontier orbital gap   10.831 eV
Lowest unoccupied orbital energy   0.18 eV
SMILES   CCC[C@H](C#N)CC#N.C[C@@H]1COC(=O)O1.C[C@@H]1COC(=O)O1
Energy above the lowest of the compared OMol25 structures with the same formula, charge and spin   13.8 kJ/mol
HOMO   -10.7 eV

```
45
Properties=species:S:1:pos:R:3:forces:R:3
C 0.259214 0.602394 4.202313 -0.5 0.2 -0.5
C -0.658738 0.505721 2.960612 0.8 -0.1 0.7
C 0.078663 -0.021405 1.724075 -0.7 0.0 -0.1
C 0.099561 0.936551 0.517173 -0.2 -0.2 0.3
C 1.092861 0.447831 -0.433580 1.9 -0.7 -1.3
N 1.968508 0.081500 -1.111525 -1.9 0.8 1.2
C 0.376842 2.413106 0.822308 0.6 0.0 -0.7
C 1.426933 2.615584 1.799562 0.4 0.7 1.2
N 2.176673 2.901338 2.628956 -0.3 -0.4 -0.7
H 1.284097 0.733652 3.901755 0.4 0.1 0.0
H -0.027871 1.472084 4.775200 0.0 0.2 0.4
H 0.178464 -0.275072 4.825546 0.0 -0.3 0.2
H -1.103330 1.475888 2.800684 -0.1 0.2 -0.3
H -1.464160 -0.164981 3.223083 -0.4 -0.1 -0.1
H 1.084461 -0.342227 1.958410 0.3 0.1 0.2
H -0.444940 -0.909749 1.390493 0.1 -0.3 -0.2
H -0.869032 0.891011 0.032481 -0.2 0.1 -0.2
H -0.522128 2.965671 1.069035 0.0 -0.2 0.4
H 0.754962 2.861130 -0.090564 0.0 0.2 -0.3
C 3.557646 -2.323481 -1.869172 0.1 -0.5 0.1
C 4.740305 -3.038477 -2.476106 -0.4 0.2 0.2
C 4.407962 -4.039241 -3.554858 0.1 0.0 -0.2
O 5.515936 -4.947470 -3.473905 -0.1 0.1 0.0
C 5.974739 -4.910318 -2.195467 -0.1 0.1 0.0
O 6.764596 -5.668739 -1.744606 0.2 -0.2 0.1
O 5.398911 -3.889644 -1.514619 0.1 0.0 -0.2
H 3.828189 -1.877804 -0.915908 0.1 0.2 -0.1
H 3.201390 -1.539989 -2.527719 0.0 0.1 0.0
H 2.735801 -3.017537 -1.680500 0.0 0.0 0.0
H 5.477441 -2.311425 -2.828958 0.0 -0.1 0.0
H 4.344066 -3.599525 -4.547325 0.2 -0.1 0.0
H 3.491630 -4.595897 -3.344696 0.0 0.1 0.1
C -6.612005 1.499431 -0.252977 0.1 -0.2 0.2
C -5.391421 2.383667 -0.320167 -0.4 -0.3 0.0
C -4.316230 1.930725 -1.277034 0.1 0.1 -0.2
O -3.137132 2.505405 -0.687118 0.0 -0.1 0.0
C -3.368896 2.616142 0.642395 -0.2 0.0 0.0
O -2.533190 2.884023 1.444729 -0.1 0.1 0.1
O -4.663664 2.374940 0.927031 0.1 0.1 -0.1
H -7.176003 1.697584 0.657125 0.0 0.1 -0.1
H -7.258454 1.675059 -1.111714 0.0 0.0 0.0
H -6.334311 0.444705 -0.238618 0.0 0.0 0.0
H -5.685589 3.417453 -0.519773 0.1 0.0 0.0
H -4.456088 2.295114 -2.291291 0.2 0.1 0.0
H -4.196667 0.845272 -1.294767 -0.1 0.0 0.1
```
Positions in Å, forces in eV/Å.


(2)
# C15H22N4O3S

A molecular structure, C15H22N4O3S (ωB97M-V with the def2-TZVPD basis set, OMol25).

Computed properties:
Frontier orbital gap   8.146 eV
Lowest unoccupied orbital energy   0.28 eV
Energy above the lowest of the compared OMol25 structures with the same formula, charge and spin   1781.0 kJ/mol
HOMO   -7.9 eV

```
45
Properties=species:S:1:pos:R:3:forces:R:3
C -5.011670 2.579501 1.455996 4.3 -6.0 -2.4
H -5.561294 1.826774 0.841944 0.7 -0.9 0.9
O -4.234741 3.259362 0.560852 5.0 -0.1 -3.0
C -3.129831 2.427427 -0.077626 -8.5 -6.8 8.2
C -1.942557 2.008032 0.745679 -2.6 -4.7 7.9
N -0.888733 1.176970 0.252964 -1.8 -0.6 0.3
C -0.846497 -0.140709 0.022114 -4.8 -4.3 -1.6
N 0.002602 -0.525838 -0.908988 0.5 2.1 2.8
N 0.776455 0.557030 -1.017396 0.9 4.2 -0.5
C 0.180368 1.664101 -0.346987 -1.4 -14.6 -3.4
C 0.588843 2.822963 -0.165704 9.2 14.4 -0.3
C 1.492375 3.197846 -1.545227 0.7 4.8 4.8
H 2.422532 2.763698 -1.709591 1.0 -2.0 -0.2
H 0.832469 3.261524 -2.293383 -2.1 -0.5 -3.2
H 1.917014 4.343188 -1.488790 -1.4 -2.3 0.4
C 1.637500 3.088966 1.161151 -3.5 2.7 -1.2
H 2.013748 4.267582 1.183580 -1.3 -3.2 0.0
H 2.472277 2.451818 1.054066 0.7 -0.9 0.4
H 0.801553 2.862288 1.908553 2.2 0.3 0.1
H -0.147950 3.637925 -0.024591 0.2 -0.7 -0.3
S -2.324006 -1.251280 0.271535 0.7 1.6 1.5
C -1.828588 -2.898765 -0.324230 -2.2 5.3 -5.1
C -0.880127 -3.635884 0.355237 1.4 -3.2 2.6
O -1.054068 -4.620707 1.089490 -0.3 0.9 -0.4
N 0.245444 -3.189151 -0.067820 8.8 3.8 0.9
H 0.472758 -2.136547 -0.372262 -1.8 -2.9 0.1
C 1.712247 -3.519883 0.719201 -14.0 -6.1 7.3
C 2.633472 -3.562377 -0.114048 13.8 4.5 -9.7
C 3.305915 -2.454896 -0.780912 -4.9 2.4 0.5
C 4.429413 -2.787257 -1.428622 3.4 -1.8 -2.6
C 4.528277 -4.181742 -1.092909 6.5 5.4 -5.0
O 3.657320 -4.525889 -0.369160 -8.2 -4.7 6.4
H 5.365731 -4.818739 -1.240161 0.4 -0.7 -0.4
H 5.120995 -2.204567 -2.210360 -1.9 -1.4 2.2
H 2.792821 -1.455264 -0.997279 0.7 -1.4 0.9
H 1.599144 -3.272249 1.816210 0.6 0.6 -1.4
H 1.328117 -4.704573 0.768197 1.3 2.2 0.6
H -2.746911 -3.334368 -0.268629 -2.8 -1.4 -0.4
H -1.543993 -2.525460 -1.456219 -0.6 -2.0 2.6
H -1.575301 2.576474 1.540586 1.0 2.6 0.1
H -2.418416 1.331749 1.822589 1.0 0.9 -3.2
H -2.555571 2.829469 -0.604610 6.3 7.9 -10.1
H -3.491867 1.446600 -0.500793 -0.3 1.3 0.1
H -4.403315 2.211045 2.280485 -0.8 -0.1 0.4
H -5.743951 3.153813 1.555868 -5.9 5.3 2.6
```
Positions in Å, forces in eV/Å.


(3)
# C15H22O15

5 unconnected molecules or ions with the total composition C15H22O15 (ωB97M-V with the def2-TZVPD basis set, OMol25).

Computed properties:
Frontier orbital gap   10.797 eV
Lowest unoccupied orbital energy   0.31 eV
SMILES   COC(=O)OC.O=C1OCCO1.O=C1OCCO1.O=C1OCCO1.O=C1OCCO1
Energy above the lowest of the compared OMol25 structures with the same formula, charge and spin   321.6 kJ/mol
HOMO   -10.5 eV

```
52
Properties=species:S:1:pos:R:3:forces:R:3
C -2.683496 2.964095 0.127562 0.2 -0.9 -0.4
O -3.888536 3.027125 0.883032 -0.9 0.5 0.2
C -4.887736 3.878235 0.528202 0.6 0.7 -2.3
O -4.891176 4.613665 -0.458198 0.1 -1.1 1.9
O -5.878336 3.690695 1.374512 0.4 -0.6 1.8
C -7.094496 4.429545 1.388622 0.6 0.9 -1.5
H -2.239256 1.990125 0.332802 0.1 0.1 0.9
H -1.980136 3.749185 0.405072 -0.2 0.1 -0.4
H -2.830846 2.790055 -0.938318 -0.4 1.2 -0.2
H -6.905016 5.495485 1.262292 0.2 0.0 -0.2
H -7.612486 4.371045 2.345892 0.2 -0.9 -0.2
H -7.610156 4.075845 0.495812 -0.8 0.2 0.4
O 2.049634 -0.267265 3.618912 -1.1 -0.6 -4.2
C 1.749384 -0.288475 2.417442 1.7 1.9 2.0
O 0.609844 -0.716765 1.856722 -0.1 -1.3 2.3
C 0.514284 -0.323445 0.533762 -1.3 -0.4 -1.3
C 1.864884 0.057705 0.164882 1.8 2.2 -1.5
O 2.516574 0.314615 1.399542 -0.3 -1.2 1.7
H 0.261844 -1.153755 -0.125758 -0.8 0.0 0.3
H -0.172736 0.521255 0.483032 -0.2 -0.2 -0.2
H 1.806464 1.002115 -0.376208 0.2 0.2 0.0
H 2.398014 -0.583275 -0.537268 0.2 -0.6 0.7
O 0.312114 3.580995 -1.258718 4.8 1.8 1.0
C 1.434654 3.902985 -0.806488 -2.4 -1.4 0.7
O 2.459904 4.670285 -1.296588 -2.7 -0.1 -1.3
C 3.643144 4.550025 -0.566468 -0.6 -0.4 2.1
C 3.121434 3.897525 0.772622 1.9 -0.8 -1.3
O 1.810854 3.436035 0.459362 0.2 0.7 -0.9
H 4.312174 3.916465 -1.148778 0.2 0.2 0.3
H 4.062194 5.506005 -0.252438 0.0 0.1 -0.9
H 3.258004 4.520015 1.656912 -0.9 0.3 -0.2
H 3.828784 3.079975 0.911802 -0.6 -0.6 0.4
O 1.478994 -1.167715 -2.845758 0.0 -2.5 -0.6
C 1.363984 -2.336835 -3.144378 -0.9 -0.7 1.0
O 1.737934 -3.424315 -2.348888 0.6 1.8 1.8
C 1.442844 -4.701535 -2.855428 0.4 0.6 -3.0
C 1.026914 -4.278865 -4.292968 -1.2 -1.7 0.6
O 0.703064 -2.857415 -4.204938 1.1 -0.8 -0.7
H 2.349164 -5.297695 -2.961658 0.1 0.1 0.6
H 0.652674 -5.328615 -2.442538 0.0 0.8 1.0
H 0.167894 -4.915285 -4.505468 -0.7 0.9 -0.3
H 1.709954 -4.668595 -5.047728 0.6 1.4 -0.2
O -0.267826 -7.198405 1.538812 2.8 4.6 1.0
C 0.199994 -6.019025 1.681522 -3.2 -6.0 2.7
O 0.530214 -5.416665 2.869752 -0.5 -1.9 -0.3
C 0.773544 -4.034945 2.662782 0.0 -0.5 0.4
C 0.218664 -3.862315 1.234902 1.7 1.8 1.2
O 0.191684 -5.174275 0.735722 0.0 2.1 -3.0
H 0.296154 -3.465695 3.460372 -0.3 0.0 -0.3
H 1.845824 -3.927025 2.826072 0.1 0.5 -0.6
H 0.985024 -3.266985 0.738532 -0.5 -0.1 -0.7
H -0.746486 -3.355925 1.247702 -0.1 -0.4 -0.3
```
Positions in Å, forces in eV/Å.


(4)
# C15H22O3

C15H22O3 in the gas phase (ωB97M-V with the def2-TZVPD basis set, OMol25).

Computed properties:
Frontier orbital gap   9.440 eV
Lowest unoccupied orbital energy   0.51 eV
SMILES   C/C(C#C[C@]1(O)[C@H](C)CC(=O)CC1(C)C)=C\CO
Energy above the lowest of the compared OMol25 structures with the same formula, charge and spin   380.8 kJ/mol
HOMO   -8.9 eV

```
40
Properties=species:S:1:pos:R:3:forces:R:3
C -1.993861 3.333075 -0.072138 1.0 0.1 0.7
C -0.897087 2.603749 0.700398 0.6 1.2 0.7
C -0.407538 1.377928 0.136535 -0.7 1.3 0.5
C 0.001166 0.341131 -0.279018 -0.8 -2.0 0.1
C 0.699865 -0.883960 -0.729797 -1.3 0.7 -1.0
O 1.902503 -0.277028 -1.123698 2.2 -1.1 -0.1
C 0.064473 -1.542858 -2.013040 -0.5 0.5 -0.3
C -0.199049 -0.564114 -3.193586 0.4 -0.2 1.0
C -1.230882 -2.342531 -1.727890 2.3 1.1 0.2
C -1.045561 -3.237832 -0.540864 -2.6 -0.2 0.8
O -1.755671 -4.222073 -0.512686 0.7 -0.7 0.3
C -0.380785 -2.728119 0.732118 0.8 1.4 -1.5
C 0.913547 -1.928350 0.389629 1.3 -0.5 1.7
C 2.015419 -2.970634 0.006388 0.6 0.8 -0.8
C 1.457286 -1.265524 1.713573 -0.3 -0.5 -0.1
C -0.250498 3.098115 1.795364 -1.7 0.1 -0.4
C -0.634898 4.367089 2.578769 0.9 -1.0 0.0
O 0.200832 5.439981 2.172271 0.9 0.8 -0.1
H -2.804796 2.683297 -0.287768 -0.9 -0.7 0.0
H -2.351515 4.208644 0.467483 0.0 -0.1 -0.1
H -1.609101 3.646971 -1.035364 0.2 0.2 -0.2
H 1.690804 0.548808 -1.550459 0.0 0.3 -0.1
H 0.812440 -2.245209 -2.356903 0.4 -0.2 0.0
H 0.680871 0.036504 -3.476035 -0.3 -0.4 0.0
H -1.002984 0.117850 -2.930464 -0.1 0.2 0.0
H -0.531230 -1.165831 -4.032066 0.1 0.1 -0.3
H -1.995205 -1.618594 -1.501516 -0.6 0.2 0.3
H -1.532640 -2.903475 -2.596473 -0.1 -0.3 -0.2
H -1.077253 -2.034607 1.232314 0.0 -0.3 -0.2
H -0.136298 -3.543556 1.387752 0.0 -0.4 0.3
H 2.972537 -2.490786 -0.338727 -1.0 -0.2 0.3
H 1.678279 -3.621160 -0.801374 0.0 -0.1 0.0
H 2.302764 -3.602474 0.850961 -0.4 0.1 0.0
H 0.684059 -0.771003 2.343747 0.4 -0.5 -0.5
H 2.004727 -2.045587 2.285714 -0.7 0.5 -0.1
H 2.204884 -0.527824 1.472695 0.3 0.4 -0.2
H 0.571943 2.532743 2.191899 0.3 -0.2 0.1
H -0.437759 4.241840 3.652908 -0.4 -0.5 -0.2
H -1.704820 4.608986 2.458973 0.7 0.3 -0.2
H 1.121029 5.346418 2.530376 -1.5 -0.1 -0.4
```
Positions in Å, forces in eV/Å.


(5)
# C15H23BEuN6Si

A molecular structure, C15H23BEuN6Si (ωB97M-V with the def2-TZVPD basis set, OMol25).

Computed properties:
Frontier orbital gap (spin up / spin down)   4.357 / 7.772 eV
Lowest unoccupied orbital energy (spin up / spin down)   -10.01 / -7.21 eV
Total charge   +2
HOMO (spin up / spin down)   -14.4 / -15.0 eV
Multiplicity   8

```
47
Properties=species:S:1:pos:R:3:forces:R:3
C -0.205710 3.555262 -0.363284 -0.2 0.2 -1.9
N -0.370657 2.278700 -0.781758 0.6 -0.1 -0.2
N -0.104698 2.229717 -2.154258 -0.4 0.1 1.6
C 0.135732 3.484230 -2.574655 -0.2 -0.2 0.8
C 0.077033 4.362938 -1.482918 0.1 -0.9 0.6
B -0.031307 0.831252 -2.862524 -0.1 -0.6 0.0
N 1.125428 -0.040445 -2.275309 -0.2 0.3 1.5
N 1.009582 -0.331957 -0.916422 0.1 0.2 -0.1
C 2.053263 -1.113488 -0.592957 0.1 0.2 -1.0
C 2.856968 -1.324626 -1.725102 -0.4 0.2 0.3
C 2.237082 -0.619388 -2.765619 -0.4 -0.1 1.0
Eu -0.627545 0.527655 0.686943 1.4 -0.8 -3.3
N -1.330202 -0.020598 -2.586411 -0.4 0.3 0.9
N -1.807616 -0.342960 -1.304714 -0.3 -0.1 -0.6
C -2.891986 -1.154090 -1.511286 0.6 0.6 -1.3
C -3.100455 -1.337068 -2.893995 0.4 0.3 0.7
C -2.104077 -0.592204 -3.524439 0.1 -0.1 1.1
H -3.508420 -1.543504 -0.708798 0.3 0.1 0.0
H -1.868759 -0.444787 -4.568233 -0.1 -0.1 0.1
H -3.844896 -1.935575 -3.384433 -0.1 0.0 0.1
H 0.109966 0.982405 -4.033485 0.0 0.0 0.0
H 2.510914 -0.499375 -3.804528 0.0 0.0 0.1
H 0.305150 3.699406 -3.619707 0.1 -0.1 0.1
H 3.766095 -1.897088 -1.752196 0.0 0.0 -0.2
H 0.261943 5.415829 -1.476115 0.0 0.3 -0.1
H 2.158282 -1.442075 0.433082 0.2 -0.1 -0.3
H -0.364632 3.829338 0.675307 0.1 0.1 -0.2
H -1.394716 -3.811005 0.462568 0.2 -0.6 0.4
C -0.913951 -4.294760 1.331157 -0.1 1.4 -0.1
H 0.133955 -4.019842 1.483174 -0.3 -0.5 0.0
H 4.083943 0.171263 2.388026 -0.8 -0.2 -0.5
H -1.536694 -4.501668 2.201325 0.2 -0.2 -0.3
C 0.852988 -0.942473 5.431926 -0.2 -0.3 -0.3
Si 0.362824 -0.061191 3.847246 0.5 0.3 1.9
C -1.122790 -0.849890 2.990481 -0.4 0.0 -0.3
C -0.013623 1.752313 4.227221 0.1 -0.1 -0.6
C 1.795740 -0.097898 2.710356 3.0 0.6 -1.5
C 2.996801 0.036901 2.412302 -2.3 -0.1 1.4
H 0.283343 -0.558741 6.295030 0.2 -0.1 -0.4
H 1.926418 -0.781606 5.610728 -0.3 0.0 0.0
H 0.682205 -2.025865 5.344086 0.1 0.3 0.1
H -1.755782 -1.226718 3.810386 0.1 0.0 -0.4
H -1.768391 -0.096737 2.481639 -0.5 -0.6 0.8
H -0.886663 -1.696676 2.312413 -0.2 0.1 0.3
H 0.771465 2.389363 3.793626 -0.2 0.0 0.2
H -0.986611 2.062796 3.818271 0.1 0.1 0.2
H -0.028940 1.915826 5.314255 -0.1 0.0 -0.3
```
Positions in Å, forces in eV/Å.